No. 1
{
  "formula": "C2H5N4",
  "method": "ωB97M-V/def2-TZVPD",
  "homo_ev": [-14.819, -14.819],
  "e_above_lowest_kj_mol": 349.96,
  "lumo_ev": [-5.8, -5.8],
  "total_charge": 1,
  "smiles": "C1=[NH+]NN=NC1",
  "orbital_gap_ha": [0.333, 0.333],
  "species": ["N", "C", "H", "N", "H", "C", "N", "H", "N", "H", "H"],
  "positions_angstrom": [[-0.182, 0.355, -1.619], [-0.656, -0.542, 0.738], [-1.527, -0.834, 1.242], [1.109, 0.866, 0.137], [0.581, 0.471, 2.003], [-0.604, -0.821, -0.764], [0.329, 0.255, 1.097], [0.317, -1.287, -0.951], [0.544, 1.076, -1.086], [1.644, 1.669, 0.406], [-1.556, -1.208, -1.203]],
  "forces_ev_per_a": [[-4.5, -2.2, -0.7], [2.3, 1.7, -3.9], [-0.5, -0.3, 1.7], [-0.1, -1.9, 0.1], [0.1, 0.8, 2.6], [-1.5, 0.3, 0.7], [-2.0, -1.2, -1.9], [0.9, -2.3, -0.1], [3.9, 5.0, 0.2], [0.2, 0.3, 0.7], [1.2, -0.2, 0.6]],
  "lowdin_charge": [0.08, 0.10, 0.14, 0.06, 0.16, -0.09, 0.12, 0.11, -0.01, 0.17, 0.15]
}



No. 2
{
  "formula": "C2H5N4P3",
  "method": "ωB97M-V/def2-TZVPD",
  "homo_ev": -8.678,
  "e_above_lowest_kj_mol": 101.47,
  "lumo_ev": -0.7,
  "total_charge": 0,
  "smiles": "[H]/N=P/N=P\\N=P/N1CC1",
  "orbital_gap_ha": 0.294,
  "species": ["P", "H", "P", "C", "H", "N", "H", "N", "N", "H", "N", "C", "P", "H"],
  "positions_angstrom": [[0.398, 0.526, -2.643], [-1.569, 0.195, 1.133], [1.239, -1.523, -0.381], [-1.288, -0.699, 0.524], [-1.401, -2.887, 1.035], [2.220, 2.644, -0.378], [-1.752, -0.629, -0.486], [-0.023, -1.298, 0.732], [0.897, -0.627, -1.593], [2.583, 3.073, 0.358], [0.380, 1.900, -1.876], [-1.149, -1.811, 1.446], [0.669, 2.553, -0.412], [-1.204, -1.419, 2.540]],
  "forces_ev_per_a": [[0.0, 0.9, 1.0], [0.8, -0.2, -0.9], [-0.9, 0.2, 0.6], [-1.9, 2.5, -0.5], [0.1, 2.2, 1.7], [-1.7, -2.2, -3.7], [0.4, -0.8, 0.8], [1.8, 1.1, -1.0], [0.1, -0.4, 0.0], [2.0, 2.4, 4.2], [-0.6, -1.1, -1.3], [-0.5, -3.1, 0.8], [0.3, 0.1, 0.1], [0.0, -1.7, -1.8]],
  "lowdin_charge": [0.65, 0.11, 0.82, -0.27, 0.15, -0.30, 0.11, -0.37, -0.63, -0.15, -0.65, -0.18, 0.57, 0.14]
}



No. 3
{
  "formula": "C2H5N5O",
  "method": "ωB97M-V/def2-TZVPD",
  "homo_ev": -8.436,
  "e_above_lowest_kj_mol": 431.83,
  "lumo_ev": 0.3,
  "total_charge": 0,
  "smiles": "NNc1n[nH][nH]c1=O",
  "orbital_gap_ha": 0.320,
  "species": ["H", "C", "C", "N", "H", "N", "H", "N", "N", "O", "H", "N", "H"],
  "positions_angstrom": [[1.782, -1.913, -0.204], [0.012, -0.652, -0.011], [-0.366, 0.817, -0.030], [-1.734, 0.848, 0.227], [-2.287, 1.685, -0.170], [-1.176, -1.284, -0.369], [-2.554, -0.967, 0.763], [2.365, 0.002, 0.033], [-2.246, -0.401, -0.204], [0.495, 1.669, -0.415], [2.518, 0.222, 1.135], [1.341, -0.970, -0.173], [1.851, 0.942, -0.581]],
  "forces_ev_per_a": [[-1.5, 1.0, -0.1], [-3.3, -0.1, -2.3], [2.5, 0.2, -0.8], [0.8, 2.6, -1.6], [1.3, -1.9, 0.9], [5.0, 0.4, 0.8], [-0.3, 2.2, -2.9], [-0.8, 2.7, 0.3], [-0.9, -2.3, 4.2], [-3.8, -0.4, 1.1], [-0.9, -0.4, -3.4], [0.2, -1.1, 0.8], [2.1, -2.8, 3.0]],
  "lowdin_charge": [0.15, -0.21, -0.34, 0.04, 0.19, 0.02, 0.19, -0.08, -0.10, -0.02, 0.12, -0.09, 0.14]
}



No. 4
{
  "formula": "C2H5N6",
  "method": "ωB97M-V/def2-TZVPD",
  "homo_ev": [-14.467, -14.467],
  "e_above_lowest_kj_mol": 494.90,
  "lumo_ev": [-6.5, -6.5],
  "total_charge": 1,
  "orbital_gap_ha": [0.291, 0.291],
  "species": ["H", "C", "H", "N", "N", "N", "N", "H", "H", "N", "N", "H", "C"],
  "positions_angstrom": [[2.203, -0.184, -0.864], [-1.218, 1.478, -0.109], [-1.035, 2.524, -0.328], [-2.282, 0.882, -0.337], [-2.696, -0.256, 0.213], [-0.101, 0.839, 0.373], [0.116, -0.501, 0.142], [2.253, -1.830, -0.450], [2.473, -0.932, 0.933], [-0.720, -1.316, -0.158], [-2.021, -1.232, 0.265], [0.774, 1.359, 0.412], [2.255, -0.831, -0.094]],
  "forces_ev_per_a": [[0.7, 2.9, -1.8], [0.8, 0.0, 0.0], [-0.3, 0.1, -0.3], [-2.1, 1.7, -1.8], [-0.6, 0.9, 0.9], [1.4, -0.6, 1.5], [3.0, 1.1, -0.7], [-0.3, -1.0, -0.7], [0.6, 1.4, 1.1], [1.5, -1.1, -1.1], [-1.0, -2.2, 1.2], [-0.4, -0.2, 0.3], [-3.4, -3.0, 1.5]],
  "lowdin_charge": [0.03, -0.14, 0.15, 0.07, 0.05, 0.08, -0.02, 0.07, 0.07, 0.08, 0.06, 0.15, 0.37]
}



No. 5
{
  "formula": "C2H5NO",
  "method": "ωB97M-V/def2-TZVPD",
  "homo_ev": -8.548,
  "e_above_lowest_kj_mol": 479.85,
  "lumo_ev": 1.2,
  "total_charge": 0,
  "smiles": "C=CON",
  "orbital_gap_ha": 0.360,
  "species": ["O", "H", "N", "C", "H", "C", "H", "H", "H"],
  "positions_angstrom": [[-0.746, 0.498, 0.690], [2.495, -0.190, -0.589], [-1.702, -0.040, -0.165], [1.640, 0.343, -0.222], [-2.190, 0.398, -0.914], [0.725, -0.347, 0.418], [0.413, -1.362, 0.718], [1.550, 1.409, -0.341], [-2.184, -0.709, 0.406]],
  "forces_ev_per_a": [[2.9, -0.4, -1.0], [0.5, 0.1, 0.0], [0.9, -2.5, 1.4], [-0.3, -0.9, 0.7], [0.3, 1.2, 0.0], [-4.5, 1.8, 0.0], [1.0, 0.6, -0.5], [-0.1, 0.1, -0.2], [-0.8, 0.1, -0.5]],
  "lowdin_charge": [-0.26, 0.05, -0.07, 0.00, 0.07, -0.03, 0.10, 0.07, 0.07]
}



No. 6
{
  "formula": "C2H5NO",
  "method": "ωB97M-V/def2-TZVPD",
  "homo_ev": -9.493,
  "e_above_lowest_kj_mol": 1019.67,
  "lumo_ev": -0.2,
  "total_charge": 0,
  "orbital_gap_ha": 0.342,
  "species": ["H", "H", "C", "H", "N", "O", "H", "C", "H"],
  "positions_angstrom": [[0.217, 0.406, 1.464], [0.121, -2.343, 0.518], [0.658, -0.734, 0.354], [2.286, -0.671, -0.088], [-0.972, 0.764, -0.779], [-0.977, 1.183, 0.605], [-0.004, -0.722, -1.816], [-0.151, -0.198, -0.834], [-1.178, 2.315, 0.577]],
  "forces_ev_per_a": [[1.5, -3.6, -3.1], [1.6, 4.4, -0.3], [0.8, -0.2, 0.8], [-4.5, -0.4, 1.2], [0.4, 0.4, 1.2], [-1.9, 6.0, -0.3], [-0.4, 0.8, 0.8], [1.7, -2.2, -0.2], [0.7, -5.1, -0.1]],
  "lowdin_charge": [0.23, 0.18, -0.19, 0.16, -0.02, -0.28, 0.10, -0.41, 0.22]
}



No. 7
{
  "formula": "C2H5NO",
  "method": "ωB97M-V/def2-TZVPD",
  "homo_ev": -7.272,
  "e_above_lowest_kj_mol": 399.77,
  "lumo_ev": 0.4,
  "total_charge": 0,
  "orbital_gap_ha": 0.280,
  "species": ["C", "H", "H", "H", "H", "C", "H", "O", "N"],
  "positions_angstrom": [[-0.238, -1.141, 0.201], [0.296, 1.694, 0.899], [0.387, -0.069, -1.413], [0.290, -1.595, 1.056], [1.448, -0.013, -0.143], [-0.141, 1.438, -0.076], [-1.204, 1.211, 0.094], [-1.298, -1.511, -0.215], [0.461, -0.014, -0.402]],
  "forces_ev_per_a": [[-0.5, 0.0, -0.1], [0.0, -0.2, 0.0], [0.0, -0.1, 0.0], [-0.1, 0.3, 0.1], [-0.2, 0.1, -0.1], [0.0, -0.2, 0.4], [0.2, 0.1, -0.1], [0.6, 0.1, 0.1], [0.1, 0.0, -0.3]],
  "lowdin_charge": [-0.27, -0.04, 0.14, 0.14, 0.14, -0.10, -0.03, 0.09, -0.07]
}



No. 8
{
  "formula": "C2H5NO",
  "method": "ωB97M-V/def2-TZVPD",
  "homo_ev": -9.710,
  "e_above_lowest_kj_mol": 364.59,
  "lumo_ev": 1.2,
  "total_charge": 0,
  "smiles": "C=NOC",
  "orbital_gap_ha": 0.401,
  "species": ["H", "C", "O", "H", "H", "C", "N", "H", "H"],
  "positions_angstrom": [[1.580, -0.851, 0.152], [-1.149, 0.732, -1.264], [-0.257, -0.193, 0.559], [-2.114, 0.560, -0.763], [-1.247, 1.000, -2.356], [0.986, -0.579, 1.058], [-0.046, 0.398, -0.734], [0.702, -1.492, 1.825], [1.546, 0.426, 1.522]],
  "forces_ev_per_a": [[0.0, -0.4, 1.2], [-0.9, -0.6, -0.8], [-0.9, 1.0, -1.4], [0.5, 0.1, 0.1], [0.8, 0.1, 1.5], [1.1, 0.5, 1.5], [-0.6, -0.3, 0.4], [1.3, 2.5, -1.8], [-1.3, -2.9, -0.6]],
  "lowdin_charge": [0.06, -0.04, -0.26, 0.08, 0.09, -0.17, -0.02, 0.13, 0.12]
}



No. 9
{
  "formula": "C2H5NO",
  "method": "ωB97M-V/def2-TZVPD",
  "homo_ev": -10.153,
  "e_above_lowest_kj_mol": 302.55,
  "lumo_ev": 0.5,
  "total_charge": 0,
  "smiles": "C=N.C=O",
  "orbital_gap_ha": 0.392,
  "species": ["H", "N", "H", "H", "C", "O", "H", "H", "C"],
  "positions_angstrom": [[-0.371, -2.231, -2.019], [-1.236, 1.343, 1.090], [0.597, 2.190, 1.809], [0.274, -2.680, -0.563], [0.570, -2.242, -1.573], [1.711, -1.981, -1.968], [-0.186, 2.939, 0.358], [-1.056, 0.471, 1.732], [-0.302, 2.191, 1.136]],
  "forces_ev_per_a": [[-1.4, 0.9, -2.6], [0.6, -2.1, 0.9], [-0.8, -0.4, -0.2], [1.5, 0.4, -0.1], [3.2, -0.8, 1.8], [-3.3, -0.5, 0.9], [-0.7, 0.5, 0.0], [-0.5, 2.4, -0.9], [1.5, -0.5, 0.3]],
  "lowdin_charge": [0.04, -0.02, 0.07, 0.09, -0.12, -0.01, 0.05, 0.08, -0.18]
}



No. 10
{
  "formula": "C2H5NO",
  "method": "ωB97M-V/def2-TZVPD",
  "homo_ev": -10.596,
  "e_above_lowest_kj_mol": 280.60,
  "lumo_ev": 0.9,
  "total_charge": 0,
  "orbital_gap_ha": 0.423,
  "species": ["C", "H", "H", "C", "H", "N", "H", "H", "O"],
  "positions_angstrom": [[0.522, 0.538, 0.066], [-1.609, 0.520, -0.866], [2.485, -0.333, -0.281], [-1.310, -0.148, -0.043], [-1.618, 0.336, 0.900], [0.201, -0.632, -0.100], [2.304, -0.829, 0.240], [-1.755, -1.114, -0.141], [0.780, 1.663, 0.225]],
  "forces_ev_per_a": [[1.3, 0.9, 0.1], [0.3, -0.4, 0.1], [0.6, -0.2, 0.1], [-0.7, -0.8, -0.1], [0.4, -0.4, -0.2], [-1.8, 1.3, 0.2], [0.5, 0.0, -0.1], [-1.0, -0.2, 0.0], [0.2, -0.1, 0.0]],
  "lowdin_charge": [-0.55, 0.09, 0.07, -0.06, 0.09, 0.06, 0.07, 0.07, 0.16]
}